154
Properties=species:S:1:pos:R:3:mulliken_charge:R:1 method="wB97M-V/def2-TZVPD" homo_lumo_gap_ha=0.31496 largest_force_ev_per_a=4.00 energy_ev=-230173.220 lumo_ha=0.00032
C 5.22 -4.24 -0.38 -1.50
C 3.72 -3.92 -0.40 0.20
O 3.18 -3.97 0.93 -0.60
C 3.33 -2.63 -1.18 -0.28
N 4.18 -1.47 -0.96 -0.17
C 4.35 -1.11 0.45 -0.18
C 3.02 -0.62 1.10 0.01
O 3.19 0.71 1.62 -0.12
B 2.12 1.55 1.32 0.24
O 0.77 1.19 1.45 -0.19
B -0.05 1.82 0.50 0.29
C -1.50 1.25 0.15 -0.54
C -1.83 -0.09 0.90 -0.36
O -0.94 -1.14 0.56 -0.49
Si -1.55 -2.19 -0.64 0.86
C -3.30 -2.85 -0.30 -1.21
C -0.44 -3.74 -0.79 -0.51
C -1.53 -1.39 -2.37 -0.84
O 0.35 2.97 -0.22 -0.21
B 1.76 3.04 -0.33 0.02
C 2.46 3.32 -1.72 -0.33
C 1.71 2.40 -2.79 0.05
C 2.35 0.98 -2.95 -0.74
O 2.46 2.12 -3.96 -0.54
O 2.46 2.85 0.88 -0.13
H 5.87 -3.39 -0.13 0.28
H 5.36 -5.07 0.34 0.38
H 5.54 -4.65 -1.36 0.35
H 3.24 -4.77 -0.94 0.45
H 2.25 -3.72 0.84 0.34
H 3.39 -2.88 -2.26 0.53
H 2.28 -2.37 -0.98 -0.35
H 5.06 -1.53 -1.45 0.35
H 5.03 -0.24 0.51 0.11
H 4.83 -1.90 1.07 0.18
H 2.16 -0.73 0.42 -0.05
H 2.83 -1.28 1.96 0.18
H -2.24 2.02 0.46 0.40
H -1.59 1.09 -0.94 0.02
H -2.89 -0.31 0.72 0.27
H -1.70 0.13 1.97 0.27
H -3.99 -2.12 0.14 0.36
H -3.22 -3.73 0.37 0.12
H -3.70 -3.15 -1.28 0.39
H -0.83 -4.58 -0.19 0.55
H -0.33 -4.07 -1.84 0.34
H 0.56 -3.44 -0.43 -0.50
H -1.85 -2.16 -3.08 0.19
H -0.51 -1.06 -2.63 0.10
H -2.19 -0.51 -2.36 0.36
H 2.32 4.35 -2.09 0.32
H 3.51 3.00 -1.77 0.08
H 0.61 2.47 -2.85 0.50
H 1.75 0.26 -3.52 0.53
H 3.41 0.85 -2.72 0.23
C 7.65 2.17 2.98 -0.05
C 6.57 1.24 2.48 -0.17
O 7.18 0.55 1.38 -0.18
S 8.75 0.37 1.67 0.95
O 8.97 -0.94 2.19 -0.57
O 9.47 0.86 0.54 -0.51
O 8.87 1.43 2.87 -0.38
H 7.72 3.06 2.36 0.16
H 7.48 2.47 4.02 0.36
H 5.67 1.77 2.15 0.18
H 6.30 0.49 3.23 0.28
C -7.28 -5.43 1.58 0.28
C -7.30 -6.90 1.21 -0.34
O -6.51 -6.99 0.02 -0.32
S -5.34 -5.89 0.07 1.11
O -4.15 -6.51 0.53 -0.59
O -5.39 -5.13 -1.13 -0.52
O -5.94 -5.00 1.27 -0.20
H -7.97 -4.86 0.96 0.23
H -7.50 -5.27 2.63 -0.21
H -8.31 -7.27 1.03 0.38
H -6.83 -7.51 1.98 0.25
C 5.38 5.60 -1.53 -0.13
C 6.59 6.52 -1.55 -0.34
O 7.40 6.08 -0.46 -0.37
S 7.23 4.49 -0.27 1.21
O 8.31 3.83 -0.92 -0.61
O 6.88 4.23 1.09 -0.70
O 5.91 4.32 -1.17 -0.28
H 4.67 5.90 -0.75 0.22
H 4.88 5.55 -2.48 0.37
H 6.32 7.57 -1.43 0.16
H 7.17 6.40 -2.47 0.32
C 6.69 8.86 -5.95 -0.34
C 5.39 9.60 -6.25 -0.38
O 4.37 8.80 -5.64 -0.31
S 4.96 8.10 -4.32 1.13
O 4.59 8.89 -3.19 -0.51
O 4.71 6.70 -4.40 -0.56
O 6.52 8.36 -4.62 -0.28
H 6.82 8.01 -6.62 0.29
H 7.56 9.51 -6.01 0.32
H 5.21 9.70 -7.32 0.32
H 5.38 10.58 -5.78 0.29
C -5.32 -11.02 2.01 -0.34
C -5.98 -12.29 1.52 -0.38
O -7.01 -12.56 2.49 -0.31
S -7.58 -11.16 3.06 1.12
O -8.76 -10.83 2.34 -0.55
O -7.52 -11.20 4.48 -0.54
O -6.39 -10.21 2.52 -0.23
H -4.62 -11.22 2.82 0.26
H -4.80 -10.49 1.21 0.34
H -5.29 -13.13 1.47 0.31
H -6.46 -12.15 0.55 0.30
C 5.34 10.39 0.44 -0.23
C 4.35 11.48 0.07 -0.34
O 5.16 12.64 -0.13 -0.33
S 6.60 12.20 -0.72 1.07
O 6.57 12.36 -2.13 -0.52
O 7.61 12.77 0.10 -0.54
O 6.48 10.63 -0.38 -0.23
H 5.64 10.46 1.48 0.31
H 4.94 9.39 0.25 0.24
H 3.61 11.66 0.84 0.32
H 3.85 11.25 -0.87 0.27
C -7.88 -3.76 6.51 -0.03
C -8.85 -4.52 7.39 -0.44
O -9.60 -5.34 6.48 -0.34
S -8.66 -5.76 5.25 1.12
O -8.15 -7.07 5.49 -0.54
O -9.33 -5.42 4.04 -0.56
O -7.48 -4.70 5.50 -0.28
H -8.38 -2.91 6.02 0.06
H -7.02 -3.40 7.06 0.35
H -9.51 -3.87 7.95 0.31
H -8.32 -5.19 8.08 0.30
C -6.60 1.34 4.42 -0.32
C -7.98 1.84 4.80 -0.35
O -8.83 0.70 4.63 -0.33
S -8.01 -0.64 4.97 1.25
O -8.30 -0.98 6.32 -0.62
O -8.15 -1.55 3.89 -0.50
O -6.54 0.00 4.94 -0.32
H -6.48 1.30 3.34 0.30
H -5.81 1.95 4.85 0.30
H -8.31 2.66 4.18 0.32
H -8.02 2.14 5.85 0.30
C -1.68 -0.97 -7.43 -0.33
C -3.01 -0.31 -7.74 -0.37
O -3.98 -1.13 -7.10 -0.32
S -3.35 -1.77 -5.76 1.14
O -3.75 -0.97 -4.65 -0.48
O -3.54 -3.17 -5.79 -0.56
O -1.81 -1.44 -6.08 -0.25
H -1.51 -1.84 -8.07 0.28
H -0.84 -0.29 -7.51 0.31
H -3.20 -0.24 -8.80 0.32
H -3.06 0.69 -7.30 0.27